Record 1
Below is C22H32BN7Os as an isolated structure in a non-equilibrium geometry, with properties calculated with the ωB97M-V functional and the def2-TZVPD basis.

```
63
Properties=species:S:1:pos:R:3:lowdin_charge:R:1
C 1.999 0.446 -1.101 -0.119
N 0.700 0.407 -1.498 -0.055
N 0.689 0.804 -2.825 -0.025
C 1.947 0.879 -3.289 0.014
C 2.801 0.682 -2.222 0.013
B -0.580 1.138 -3.656 -0.420
N -1.440 -0.156 -3.461 0.022
N -1.862 -0.691 -2.237 -0.129
C -2.741 -1.697 -2.544 -0.061
C -2.628 -1.984 -3.910 0.053
C -1.835 -0.982 -4.451 0.059
Os -0.978 -0.838 -0.393 1.587
N -1.160 2.610 -3.389 0.027
N -1.592 3.023 -2.135 0.128
C -1.988 4.289 -2.235 -0.036
C -1.783 4.757 -3.565 0.140
C -1.244 3.669 -4.252 0.083
H -2.380 4.857 -1.389 0.144
H -0.921 3.594 -5.283 0.166
H -1.979 5.745 -3.934 0.153
H -0.265 1.202 -4.819 0.134
H -1.541 -0.771 -5.483 0.173
H 2.112 1.093 -4.343 0.160
H -3.092 -2.799 -4.443 0.143
H 3.868 0.740 -2.246 0.127
H -3.349 -2.157 -1.773 0.130
H 2.282 0.409 -0.053 0.109
H -2.026 1.495 -0.004 0.052
C -2.068 0.466 0.385 -0.270
H -3.097 0.166 0.183 0.071
H -1.811 -2.109 0.036 0.027
H -1.904 0.528 1.464 0.055
C 1.024 -0.964 5.978 0.047
C 0.870 -0.326 4.620 -0.126
C 0.738 1.063 4.558 0.094
C 0.579 1.725 3.332 -0.149
C 0.441 3.227 3.308 0.028
C 0.541 0.971 2.159 0.096
C 0.624 -0.459 2.184 -0.185
C 0.866 -1.060 3.440 0.136
N 0.448 -1.223 1.032 -0.015
C 1.001 -2.571 0.819 -0.624
C 2.429 -2.733 1.335 0.019
C 0.048 -3.531 1.514 0.002
C 0.992 -2.871 -0.679 -0.030
H 2.003 -0.725 6.427 0.145
H 0.248 -0.582 6.663 0.134
H 0.928 -2.055 5.906 0.110
H 0.746 1.655 5.477 0.170
H -0.268 3.570 4.075 0.126
H 1.400 3.724 3.520 0.136
H 0.085 3.574 2.329 0.097
H 0.429 1.498 1.197 0.131
H 1.032 -2.129 3.498 0.120
H 2.494 -2.600 2.415 0.084
H 2.732 -3.765 1.109 0.131
H 3.117 -2.031 0.842 0.110
H 0.410 -4.554 1.385 0.132
H -0.955 -3.450 1.078 0.068
H -0.044 -3.301 2.576 0.089
H 0.034 -2.643 -1.178 0.041
H 1.756 -2.304 -1.210 0.095
H 1.118 -3.942 -0.844 0.135
```

Multiplicity: 5
Strongest force on any atom, eV/A: 5.66
Orbital gap (spin up / spin down), Eh: 0.197 / 0.173
Net charge: +4
Calculated total energy, eV: -36858.75322

=====

Record 2
Below is C22H32Br2CaN3OSe2 as an isolated structure, with properties calculated with the ωB97M-V functional and the def2-TZVPD basis.

```
63
Properties=species:S:1:pos:R:3:lowdin_charge:R:1
Ca 0.515 0.446 0.331 1.092
Br -2.340 -1.195 6.555 0.636
C -1.561 -0.820 4.849 -0.720
C -0.134 -0.710 4.781 -0.188
C 0.360 -0.401 3.540 -0.233
N -0.344 -0.218 2.417 -0.098
C -1.761 -0.368 2.478 -0.290
C -2.353 -0.657 3.779 -0.107
C -2.486 -0.248 1.324 -0.296
C -3.923 -0.476 1.241 -0.104
C -4.526 -0.509 0.045 -0.721
Br -6.406 -0.842 -0.068 0.636
C -3.818 -0.279 -1.186 -0.183
C -2.492 0.039 -1.028 -0.269
N -1.797 0.071 0.110 -0.099
H 0.500 -0.842 5.642 0.062
H 1.439 -0.287 3.427 0.097
H -3.425 -0.733 3.884 0.080
H -4.501 -0.640 2.139 0.082
H -4.313 -0.249 -2.143 0.061
H -1.923 0.307 -1.920 0.067
N 4.159 1.005 -1.121 0.180
C 3.502 1.071 0.061 -0.564
O 2.903 0.083 0.494 -0.107
C 3.604 2.360 0.836 -0.134
C 2.204 2.867 1.192 -0.278
H 3.950 0.213 -1.709 0.075
H 4.438 1.859 -1.570 0.101
H 4.127 3.109 0.236 0.109
H 4.204 2.157 1.727 0.123
H 2.324 3.856 1.664 0.097
H 1.812 2.224 1.998 0.093
C -1.183 -3.068 0.314 -0.366
Se 0.700 -2.737 -0.030 0.915
C 0.663 -3.144 -1.943 -0.576
C 0.056 -2.048 -2.802 -0.544
Se 1.111 -0.411 -2.636 0.907
C 0.168 0.669 -3.946 -0.384
H -1.375 -4.138 0.289 0.023
H -1.794 -2.529 -0.406 0.015
H -1.392 -2.655 1.300 0.018
H 0.098 -4.069 -2.063 0.065
H 1.694 -3.339 -2.239 0.051
H -0.965 -1.817 -2.495 0.048
H 0.057 -2.341 -3.853 0.068
H -0.904 0.594 -3.779 0.015
H 0.421 0.355 -4.955 0.017
H 0.480 1.697 -3.779 0.014
C -0.781 3.446 1.255 -0.059
C 0.090 3.775 0.034 -0.661
C -0.762 3.600 -1.226 -0.076
C 0.498 5.256 0.118 -0.083
C 1.311 2.837 -0.054 -0.307
H -1.638 4.123 1.315 0.083
H -0.215 3.547 2.184 0.081
H -1.186 2.429 1.215 0.057
H -1.616 4.285 -1.235 0.080
H -1.150 2.580 -1.291 0.055
H -0.158 3.797 -2.119 0.071
H -0.381 5.911 0.151 0.072
H 1.096 5.531 -0.756 0.074
H 1.092 5.460 1.012 0.063
H 1.920 3.208 -0.900 0.065
```

Strongest force on any atom, eV/A: 0.09
Orbital gap, Eh: 0.129
Energy relative to the best compared isomer or geometry (same formula, charge and spin), kcal per mole: 0.0
Net charge: -1
Calculated total energy, eV: -319070.01805

=====

Record 3
Below is C22H32BrIN5RuS5Se as an isolated structure, with properties calculated with the ωB97M-V functional and the def2-TZVPD basis.

```
68
Properties=species:S:1:pos:R:3:lowdin_charge:R:1
Ru 0.214 0.288 -0.161 0.290
C -3.109 2.973 1.338 -0.528
C -1.814 3.461 1.977 -0.468
S -0.245 2.633 1.555 0.783
C 0.548 3.783 0.424 -0.524
C -0.079 3.798 -0.953 -0.459
S -0.322 2.132 -1.663 0.735
C -2.002 2.270 -2.336 -0.488
C -3.189 2.156 -1.400 -0.508
S -3.486 3.586 -0.322 0.926
H -3.927 3.341 1.961 0.081
H -3.175 1.887 1.339 0.024
H -1.890 3.339 3.060 0.078
H -1.666 4.526 1.794 0.088
H 1.594 3.480 0.393 0.030
H 0.515 4.784 0.858 0.100
H 0.552 4.342 -1.657 0.094
H -1.060 4.266 -0.918 0.038
H -2.050 1.494 -3.099 0.060
H -1.996 3.231 -2.854 0.098
H -3.141 1.252 -0.795 0.011
H -4.079 2.062 -2.025 0.088
S 1.655 0.182 2.148 0.648
C 1.894 -1.330 1.494 -0.844
N 2.750 -2.271 1.974 0.120
C 2.938 -3.464 1.367 0.001
C 2.258 -3.741 0.221 -0.016
C 1.402 -2.747 -0.274 -0.156
N 1.197 -1.607 0.363 -0.116
H 3.289 -2.029 2.798 0.172
H 3.645 -4.138 1.832 0.155
H 2.395 -4.672 -0.305 0.132
H 0.864 -2.876 -1.206 0.069
Se -0.770 -0.927 -2.050 0.681
C 0.292 -0.520 -3.507 -0.696
N 0.927 -0.340 -4.451 0.131
Br 3.801 -1.914 -2.496 0.792
C 3.773 -0.286 -3.461 -0.743
C 4.173 -0.311 -4.786 -0.117
C 4.112 0.848 -5.543 -0.041
C 3.655 2.032 -4.985 -0.051
C 3.268 2.066 -3.655 -0.142
C 3.330 0.904 -2.901 -0.693
I 2.853 1.032 -0.872 1.196
H 4.514 -1.238 -5.224 0.113
H 4.420 0.820 -6.579 0.123
H 3.605 2.933 -5.581 0.120
H 2.929 2.989 -3.206 0.097
C -1.580 0.077 3.687 -0.058
N -1.360 -1.279 3.193 -0.186
C -0.631 -2.143 4.120 -0.035
C -1.709 -1.664 1.961 -0.634
S -1.902 -0.512 0.654 0.642
N -2.044 -2.937 1.744 -0.173
C -2.677 -3.768 2.777 -0.011
C -2.146 -3.507 0.400 -0.058
H -1.827 0.007 4.746 0.111
H -2.414 0.532 3.162 0.071
H -0.687 0.688 3.577 0.035
H 0.191 -1.560 4.537 0.094
H -0.224 -3.001 3.592 0.090
H -1.257 -2.491 4.942 0.104
H -3.031 -3.147 3.593 0.099
H -2.003 -4.534 3.159 0.102
H -3.536 -4.259 2.322 0.107
H -1.452 -3.021 -0.276 0.005
H -3.157 -3.392 0.007 0.110
H -1.911 -4.569 0.467 0.106
```

Multiplicity: 2
Strongest force on any atom, eV/A: 0.23
Orbital gap (spin up / spin down), Eh: 0.254 / 0.246
Energy relative to the best compared isomer or geometry (same formula, charge and spin), kcal per mole: 37.4
Net charge: +2
Calculated total energy, eV: -231018.17505

=====

Record 4
Below is a 8-piece molecular cluster, C22H32Cl4O18 overall in a non-equilibrium geometry, with properties calculated with the ωB97M-V functional and the def2-TZVPD basis.

```
76
Properties=species:S:1:pos:R:3:lowdin_charge:R:1
C 6.353 1.306 -0.596 -0.136
C 5.330 0.822 0.378 -0.146
O 4.333 0.320 -0.458 0.045
C 4.388 0.940 -1.661 -0.534
O 3.576 0.908 -2.539 0.165
O 5.580 1.555 -1.730 0.090
H 7.130 0.571 -0.805 0.138
H 6.864 2.200 -0.238 0.143
H 4.952 1.699 0.903 0.134
H 5.766 0.138 1.106 0.140
C -2.714 -1.286 -4.666 -0.114
C -2.400 -1.029 -3.202 -0.175
O -3.367 -1.689 -2.475 0.060
C -4.301 -2.126 -3.357 -0.538
O -5.397 -2.557 -3.059 0.145
O -3.940 -1.956 -4.640 0.080
H -2.064 -2.063 -5.068 0.141
H -2.777 -0.381 -5.269 0.138
H -2.252 0.042 -3.068 0.101
H -1.431 -1.488 -3.006 0.132
C 1.082 -0.590 0.056 -0.075
C 0.788 0.205 -1.247 -0.143
O -0.576 0.288 -1.206 0.014
C -1.063 -0.017 0.060 -0.506
O -2.208 0.357 0.478 0.062
O -0.159 -0.582 0.754 0.078
H 1.863 -0.150 0.676 0.098
H 1.173 -1.632 -0.253 0.113
H 0.977 -0.521 -2.038 0.130
H 1.456 1.049 -1.420 0.117
C -5.125 1.195 -1.193 -0.035
C -4.057 1.719 -2.177 -0.031
O -4.537 3.075 -2.211 0.124
C -5.863 3.138 -1.881 -0.361
O -6.528 4.190 -2.048 0.485
O -6.278 2.022 -1.378 0.187
H -4.752 1.208 -0.168 0.148
H -5.396 0.170 -1.445 0.150
H -4.234 1.215 -3.128 0.140
H -3.021 1.697 -1.838 0.138
C 3.741 -4.383 1.461 -0.117
C 4.225 -2.930 1.198 -0.104
O 3.514 -2.196 2.205 0.030
C 2.459 -2.936 2.655 -0.510
O 1.469 -2.526 3.260 0.123
O 2.515 -4.173 2.128 0.047
H 4.552 -4.867 2.004 0.134
H 3.651 -4.853 0.481 0.116
H 3.857 -2.571 0.237 0.118
H 5.309 -2.814 1.226 0.133
C -1.480 4.117 1.094 -0.158
C -1.741 4.637 2.511 -0.168
O -2.519 5.715 2.214 0.068
C -2.985 5.724 0.912 -0.536
O -3.752 6.478 0.417 0.172
O -2.377 4.745 0.224 0.056
H -1.825 3.089 0.979 0.113
H -0.462 4.148 0.706 0.093
H -0.796 4.844 3.012 0.120
H -2.285 3.938 3.145 0.120
Cl 1.455 2.518 1.820 0.644
C 2.083 1.498 3.103 -0.648
C 0.957 0.894 3.944 -0.573
Cl -0.143 2.171 4.709 0.514
H 2.783 2.020 3.756 0.080
H 2.682 0.689 2.685 0.056
H 1.207 0.177 4.726 0.079
H 0.279 0.403 3.247 0.042
Cl -2.390 -3.784 0.170 0.572
C -0.831 -4.147 1.025 -0.627
C 0.010 -5.218 0.367 -0.711
Cl 0.959 -4.697 -0.989 0.611
H -1.058 -4.603 1.989 0.085
H -0.185 -3.290 1.220 0.043
H -0.710 -6.014 0.177 0.075
H 0.665 -5.769 1.042 0.070
```

Multiplicity: 2
Strongest force on any atom, eV/A: 5.93
Orbital gap (spin up / spin down), Eh: 0.341 / 0.121
Net charge: +1
Calculated total energy, eV: -110266.12954